Record 1
C5H13N3O | ωB97M-V with the def2-TZVPD basis set

The HOMO energy comes out at -9.3 eV. Its largest force on an atom is 3.94 eV/A. Its HOMO-LUMO gap is 10.1 eV.

Each line ends with the natural charge from an NBO analysis.
Positions of all 22 atoms, in Å:
C  2.11035  1.02621  0.09547  -0.304
C  -0.29382  0.47463  -2.03862  0.239
C  1.34390  2.08819  0.38232  -0.486
O  0.74006  -0.12746  -1.75811  -0.538
H  2.06712  0.11242  0.66505  0.214
H  2.95715  1.08450  -0.56990  0.190
H  -1.19190  1.94467  -0.74771  -0.023
H  -0.24000  1.23125  -2.83949  0.128
H  -1.24546  -0.07713  -1.95873  0.138
H  1.66307  3.06372  0.03717  0.200
H  0.78668  2.10978  1.31139  0.197
H  -0.58900  1.86134  -0.17170  0.048
C  -0.52156  -1.27749  1.19857  0.367
N  -1.71338  -0.61643  1.26171  -0.823
C  -0.36199  -2.14292  0.00237  0.115
N  0.47320  -1.19145  1.99170  -0.697
N  -1.35681  -2.35866  -0.74664  -0.648
H  -2.43314  -0.93925  0.63286  0.415
H  -1.99011  -0.15926  2.11428  0.390
H  0.29967  -0.59470  2.79928  0.332
H  -1.14868  -2.97437  -1.53034  0.353
H  0.64466  -2.53758  -0.13091  0.192

Cartesian forces, eV/Å:
0.1204 0.7707 0.7899
1.6716 -2.7904 -2.2294
2.0475 -0.1973 1.0526
-1.3595 1.0927 0.2057
-0.4160 -0.2155 -0.0715
-0.2016 0.1156 -0.5033
1.4171 -0.1321 1.6426
-0.1766 0.7133 0.6944
-0.2558 0.5699 0.7877
-0.4707 0.0651 -0.5019
-0.4917 -0.2192 -0.2066
-1.7975 0.3242 -1.7178
-0.0053 0.5163 0.2608
-0.1059 -0.0459 0.0324
0.0217 -0.2105 -0.2977
0.1359 -0.2698 0.0757
-0.1883 -0.0434 0.0142
0.0008 0.0062 0.0461
0.0434 -0.0849 -0.0772
-0.1124 0.0385 -0.0862
0.1715 0.0424 0.0957
-0.0485 -0.0460 -0.0063


Record 2
C5H8S | ωB97M-V with the def2-TZVPD basis set

The HOMO energy (alpha / beta) comes out at -7.6 / -7.6 eV. Its largest force on an atom is 5.32 eV/A. Its HOMO-LUMO gap (alpha / beta) is 8.3 / 8.3 eV.

Each line ends with the natural charge from an NBO analysis.
Positions of all 14 atoms, in Å:
C  -0.40706  0.52732  -0.09227  -0.142
C  0.65951  -0.20630  -0.10898  -0.275
C  -1.00992  0.54442  3.34807  -0.445
C  -1.39430  -0.09186  2.06962  -0.369
C  1.48512  -0.35370  -1.32819  -0.624
S  -0.17289  -1.08878  2.78503  0.115
H  -1.00100  1.35621  -0.46956  0.217
H  0.79155  -0.99145  0.64624  0.221
H  -0.31063  1.30795  3.18983  0.228
H  -1.68597  0.44462  4.17927  0.222
H  -2.37969  -0.27402  1.74204  0.210
H  0.89799  -1.20874  -1.83977  0.216
H  1.65598  0.35826  -2.01040  0.215
H  2.42520  -0.76735  -1.03853  0.210

Cartesian forces, eV/Å:
-1.8123 0.2056 4.0351
-0.9917 0.7160 -1.0292
0.0478 -2.1341 -1.8455
1.7955 1.4468 -2.2644
-1.1277 -5.0468 1.2318
-0.9036 0.3056 0.8005
0.5814 -0.4893 -0.2479
0.1966 0.3861 0.2015
0.6927 1.2004 0.6348
0.1111 0.3430 0.3140
-0.8271 -0.8161 0.0177
1.2969 1.0952 0.2415
0.0697 3.1868 -2.0947
0.8707 -0.3993 0.0049


Record 3
C21H19CsN4O4 | ωB97M-V with the def2-TZVPD basis set

As for the net charge: -2. The HOMO energy comes out at -1.6 eV. Its largest force on an atom is 1.12 eV/A. Its HOMO-LUMO gap is 5.9 eV.

Each line ends with the natural charge from an NBO analysis.
Positions of all 49 atoms, in Å:
Cs  0.00341  -0.31355  -0.13738  0.950
O  -2.64642  -0.46513  -0.73299  -0.744
C  -3.83161  -0.31536  -0.34420  0.444
C  -4.86108  -1.27919  -0.67173  -0.328
C  -6.16985  -1.13416  -0.29090  -0.202
C  -6.59844  -0.01913  0.45696  -0.369
C  -5.64590  0.92159  0.79910  -0.153
C  -4.29608  0.81361  0.44168  -0.265
C  -3.40407  1.88105  0.88628  0.125
N  -2.14120  1.92199  0.76378  -0.436
C  -1.44803  3.09833  1.23969  -0.235
C  -0.64212  3.76588  0.11908  -0.236
N  0.60619  3.07659  -0.10989  -0.432
C  1.67221  3.76305  -0.14586  0.103
C  3.02634  3.25910  -0.33604  -0.202
C  4.06687  4.19321  -0.31670  -0.174
C  5.39526  3.84674  -0.46498  -0.373
C  5.69642  2.47883  -0.63446  -0.204
C  4.71109  1.52573  -0.65620  -0.329
C  3.30569  1.84604  -0.51827  0.428
O  2.42183  0.95665  -0.55633  -0.737
H  -4.53970  -2.13803  -1.25104  0.200
H  -6.89373  -1.89310  -0.57611  0.180
H  -7.63330  0.09428  0.75381  0.182
H  -5.94256  1.79390  1.37878  0.178
H  -3.92159  2.72671  1.37808  0.105
H  -0.73975  2.79988  2.01859  0.195
H  -2.13725  3.84347  1.67674  0.139
H  -0.49199  4.83294  0.36115  0.139
H  -1.25185  3.71335  -0.78832  0.193
H  1.60885  4.85999  -0.01426  0.102
H  3.80198  5.23955  -0.17305  0.176
H  6.17760  4.59536  -0.44621  0.181
H  6.73326  2.17433  -0.74881  0.180
H  4.94684  0.47489  -0.78401  0.201
C  1.85499  -6.11572  -1.58853  -0.384
N  1.60757  -5.11144  -0.58002  -0.450
C  1.77857  -5.35981  0.75031  0.043
C  1.51490  -4.43188  1.68192  -0.395
C  1.00623  -3.12054  1.24608  0.602
O  0.71787  -2.24668  2.08100  -0.707
N  0.85773  -2.91002  -0.08854  -0.698
C  1.14069  -3.83438  -1.01755  0.757
O  1.02884  -3.69718  -2.23950  -0.707
H  2.22779  -7.01800  -1.10146  0.172
H  2.58632  -5.76362  -2.31538  0.206
H  0.94391  -6.35150  -2.14016  0.200
H  2.14297  -6.34967  1.00094  0.175
H  1.65431  -4.62896  2.73491  0.206

Cartesian forces, eV/Å:
-0.1223 1.0981 0.0072
-0.9034 -0.0387 -0.0489
0.0243 -0.0083 -0.0809
-0.0348 0.0458 0.0031
0.0344 0.1037 0.0443
0.1128 -0.0523 -0.0560
0.0626 -0.0027 -0.0232
0.0792 0.0790 0.0655
-0.0566 -0.1392 -0.1006
0.1023 0.1426 0.0489
-0.0608 0.0055 -0.0069
0.0485 -0.0560 -0.0006
-0.2809 -0.0544 -0.0077
0.1375 -0.1154 -0.0170
-0.1261 0.0206 0.0319
-0.0191 0.0001 0.0054
0.0131 -0.1528 -0.0172
-0.1046 0.0840 0.0213
0.0091 0.0967 -0.0177
-0.0467 -0.0537 -0.0291
0.7013 0.3342 -0.0827
-0.0009 0.0069 0.0109
0.0023 -0.0179 0.0024
-0.0176 0.0035 0.0071
-0.0045 0.0055 0.0043
-0.0656 0.0295 0.0296
-0.0057 0.0068 0.0351
-0.0835 -0.0232 -0.0118
0.0554 0.0437 0.0390
0.0112 0.0206 -0.0405
0.0394 0.0871 0.0179
-0.0064 0.0035 -0.0072
0.0065 0.0039 0.0009
0.0176 -0.0157 0.0008
0.0118 0.0132 -0.0024
0.0197 0.0193 0.0822
-0.0178 0.0208 0.0181
0.0036 0.0273 0.0039
-0.0114 0.0052 -0.0574
0.0155 -0.1405 0.0187
0.0961 -0.2548 -0.0132
0.3450 -1.0608 -0.1308
0.0154 -0.1355 0.1151
-0.0083 0.0326 0.1468
0.0069 -0.0130 0.0075
0.0300 0.0224 -0.0055
-0.0325 0.0076 0.0044
0.0120 -0.0416 -0.0065
-0.0038 0.0066 -0.0083


Record 4
C37H45AsN8OSTi | ωB97M-V with the def2-TZVPD basis set

The HOMO energy (alpha / beta) comes out at -6.3 / -6.3 eV. Its largest force on an atom is 0.42 eV/A. Its HOMO-LUMO gap (alpha / beta) is 6.6 / 6.6 eV.

Each line ends with the Löwdin charge.
Positions of all 94 atoms, in Å:
Ti  -1.70352  0.43596  1.04154  1.088
C  -1.62908  2.23162  -4.36554  -0.118
C  -0.81851  3.13962  -3.70122  -0.105
C  -0.51279  2.98726  -2.35774  -0.035
C  -1.01018  1.89919  -1.62134  -0.268
C  -1.87520  1.02309  -2.29834  -0.065
C  -2.16893  1.17703  -3.63932  -0.091
N  -0.79651  1.68167  -0.26833  -0.043
C  -0.06725  2.56659  0.53359  -0.242
C  1.13190  3.21404  0.21078  -0.070
C  1.66869  4.16169  1.06733  -0.096
C  1.04072  4.48171  2.27141  -0.113
C  -0.09561  3.78960  2.65676  -0.047
C  -0.61393  2.80413  1.82309  -0.251
N  -1.70639  1.99274  2.11568  -0.190
N  -2.85170  2.56333  2.65760  0.067
C  -3.87905  2.07630  1.99275  -0.384
C  -5.22821  2.42379  2.33667  -0.029
C  -6.25190  1.94143  1.59136  -0.090
C  -5.99408  1.08055  0.49066  -0.095
C  -4.70174  0.74089  0.23329  -0.145
N  -3.64605  1.20457  0.94711  -0.023
H  -1.85906  2.35867  -5.41453  0.094
H  -0.41770  3.99409  -4.23326  0.102
H  0.09024  3.74035  -1.87777  0.094
H  -2.34227  0.21950  -1.74207  0.072
H  -2.84142  0.47503  -4.11820  0.103
H  1.63923  2.96343  -0.71045  0.083
H  2.58309  4.66982  0.78822  0.100
H  1.44946  5.25555  2.90787  0.097
H  -0.60357  3.99810  3.59063  0.110
H  -5.38591  3.07669  3.18270  0.104
H  -7.27191  2.20687  1.83950  0.101
H  -6.79489  0.68449  -0.11534  0.091
H  -4.45949  0.05301  -0.57092  0.105
C  -0.86884  -1.91655  -1.27795  -0.184
N  -1.58851  -1.57183  -0.05657  -0.050
C  -2.05261  -2.54794  0.65382  -0.088
C  -2.65587  -2.29014  1.91075  -0.324
C  -3.39228  -3.09483  2.78463  -0.048
C  -3.87966  -2.24160  3.77764  -0.090
C  -3.41976  -0.95995  3.45511  -0.168
N  -2.66722  -0.98501  2.34439  -0.049
C  0.29805  -2.86459  -1.10694  -0.232
C  0.96858  -2.99728  0.10339  -0.069
C  2.09268  -3.80143  0.19954  -0.084
C  2.57324  -4.47409  -0.91504  -0.106
C  1.91215  -4.34388  -2.12716  -0.093
C  0.77734  -3.55112  -2.21716  -0.046
H  -0.46948  -0.98556  -1.68151  0.057
H  -1.56058  -2.32437  -2.02718  0.133
H  -1.96665  -3.58082  0.30810  0.147
H  -3.56441  -4.15455  2.68563  0.098
H  -4.49953  -2.50256  4.61919  0.087
H  -3.60029  -0.03135  3.98012  0.108
H  0.61793  -2.43381  0.95809  0.078
H  2.60804  -3.89861  1.14799  0.096
H  3.45141  -5.10261  -0.83838  0.100
H  2.27131  -4.87032  -3.00254  0.102
H  0.26048  -3.45892  -3.16607  0.114
C  2.21019  1.22323  3.19460  -0.167
As  0.78323  -0.05097  3.27937  1.077
C  -0.42304  0.36628  4.70290  -0.174
C  1.54466  -1.77496  3.62435  -0.187
O  0.05241  -0.15132  1.77937  -0.556
H  3.08645  0.84691  3.72051  0.044
H  1.88466  2.17125  3.61617  0.032
H  2.43097  1.36128  2.13490  0.037
H  0.14975  0.53452  5.61462  0.048
H  -1.10927  -0.47080  4.82751  0.035
H  -0.98557  1.25804  4.42792  0.030
H  1.96238  -1.81867  4.62923  0.045
H  2.32481  -1.95215  2.88440  0.037
H  0.75453  -2.51768  3.51406  0.048
C  1.27739  0.10914  -3.84383  -0.079
N  2.67900  -0.18877  -3.60749  -0.214
C  3.55965  0.25883  -4.67463  -0.058
C  3.13614  -0.33708  -2.33375  -0.747
S  2.20684  0.02936  -0.99726  0.787
N  4.42464  -0.81382  -2.23438  -0.226
C  5.05800  -0.81264  -0.92925  -0.118
C  4.80069  -1.98046  -3.02471  -0.059
H  1.07806  -0.03455  -4.90640  0.096
H  1.01689  1.13320  -3.56113  0.075
H  0.65466  -0.57308  -3.27369  0.053
H  3.26638  1.26663  -4.98311  0.095
H  3.48985  -0.39881  -5.54467  0.090
H  4.58932  0.29030  -4.33103  0.085
H  4.93764  0.15869  -0.45740  0.065
H  6.11913  -1.02201  -1.06957  0.086
H  4.62260  -1.57238  -0.27014  0.074
H  4.19357  -2.05762  -3.92048  0.078
H  4.64938  -2.89088  -2.43350  0.081
H  5.85198  -1.91773  -3.30954  0.090

Cartesian forces, eV/Å:
0.1598 0.2857 0.2697
-0.0008 -0.0069 -0.0088
-0.0362 -0.0010 -0.0013
-0.0364 -0.0208 0.0383
-0.0383 0.1553 -0.0330
0.0407 0.0327 0.0351
0.0033 0.0102 -0.0445
0.0434 -0.1927 -0.0969
-0.0053 0.0726 0.0453
0.0541 -0.0505 -0.0010
-0.0336 0.0133 0.0463
-0.0115 -0.0451 -0.0369
0.0578 0.0012 0.0559
-0.0379 0.0268 -0.0769
-0.1518 -0.0377 -0.1369
-0.0593 0.0889 0.0364
0.1284 0.0358 0.1917
-0.0154 -0.0214 -0.1586
0.0607 0.0424 0.0726
0.0865 -0.0624 -0.0687
-0.1305 -0.0283 -0.0380
-0.1782 -0.1778 0.0550
-0.0090 -0.0038 -0.0158
0.0038 0.0053 -0.0021
0.0116 0.0106 0.0131
-0.0106 -0.0315 -0.0044
-0.0003 -0.0017 -0.0005
-0.0031 0.0058 0.0155
0.0108 0.0045 -0.0100
-0.0002 0.0119 0.0153
0.0069 0.0123 -0.0050
0.0308 0.0162 0.0084
-0.0116 0.0006 -0.0020
0.0059 -0.0094 -0.0087
-0.0009 0.0129 0.0239
0.0442 -0.0078 -0.0873
-0.1438 0.0315 0.0039
-0.0011 -0.0221 0.0273
-0.0671 -0.0051 0.0161
0.0412 -0.0120 -0.0518
0.0633 0.0691 -0.0467
0.0294 0.0089 0.1057
-0.0289 -0.0952 -0.1043
-0.0152 -0.0024 0.0097
-0.0392 0.0339 -0.0087
0.0413 -0.0339 0.0111
0.0225 -0.0151 0.0332
-0.0312 -0.0070 -0.0309
0.0027 0.0152 -0.0090
-0.0232 -0.0308 0.0029
0.0322 0.0386 0.0373
0.0030 0.0273 0.0019
-0.0068 -0.0350 -0.0074
-0.0147 -0.0107 0.0202
0.0011 -0.0047 -0.0229
0.0074 -0.0030 0.0112
-0.0045 0.0022 0.0078
0.0097 -0.0051 0.0082
0.0060 -0.0072 -0.0065
-0.0118 0.0068 -0.0165
-0.0091 -0.0145 -0.0416
0.1734 0.0258 0.0540
-0.0464 0.0127 -0.0376
-0.0444 -0.0086 -0.0400
-0.0764 -0.0908 0.0022
-0.0229 -0.0154 0.0109
-0.0009 0.0016 -0.0287
0.0211 0.0008 0.0204
0.0156 -0.0073 -0.0077
0.0083 0.0259 -0.0052
-0.0013 -0.0120 0.0064
-0.0005 0.0205 -0.0065
-0.0189 -0.0138 0.0070
0.0204 -0.0021 0.0148
-0.0261 -0.0086 -0.0008
0.0489 0.0185 0.0575
0.0655 -0.0182 -0.0476
-0.0470 -0.0048 0.0837
0.0500 0.0776 -0.0679
-0.0145 -0.0254 0.0420
-0.0211 0.0035 0.0128
0.0270 -0.0221 -0.0443
-0.0038 0.0057 0.0137
0.0165 -0.0595 -0.0156
-0.0057 0.0167 -0.0131
0.0005 -0.0064 -0.0122
0.0178 0.0073 -0.0009
-0.0129 -0.0066 -0.0106
0.0061 -0.0084 0.0096
0.0026 0.0082 0.0009
0.0093 0.0056 -0.0015
0.0012 0.0038 0.0024
0.0132 0.0018 -0.0104
0.0047 -0.0020 -0.0232